{"formula": "C10H26N3OPdS3Sb", "method": "the ωB97M-V functional and the def2-TZVPD basis", "elements": ["Pd", "S", "C", "N", "C", "C", "S", "H", "H", "H", "H", "H", "O", "H", "H", "C", "C", "Sb", "C", "C", "C", "C", "H", "H", "H", "H", "H", "H", "H", "H", "H", "H", "H", "H", "H", "H", "H", "N", "C", "N", "S", "H", "H", "H", "H"], "coordinates": [[1.285, 0.879, -1.472], [2.996, -0.212, -0.131], [3.917, 0.016, -1.586], [5.167, -0.418, -1.747], [5.591, -0.664, -3.170], [4.783, 0.320, -4.035], [3.252, 0.681, -3.063], [5.582, -0.958, -0.963], [5.395, -1.694, -3.467], [6.696, -0.425, -3.339], [4.491, -0.099, -5.025], [5.320, 1.312, -4.154], [0.408, -1.323, -2.290], [1.084, -1.719, -2.948], [0.736, -1.609, -1.409], [-0.534, 1.259, 1.153], [-0.473, 0.027, 2.077], [-2.534, -0.906, 2.146], [-3.344, -0.100, 4.181], [-4.206, 1.243, 3.894], [-2.194, -3.118, 2.457], [-1.857, -3.366, 3.940], [0.168, 2.030, 1.529], [-1.507, 1.742, 1.109], [-0.258, 0.990, 0.114], [-0.209, 0.290, 3.090], [0.104, -0.830, 1.692], [-2.373, 0.034, 4.706], [-3.860, -0.934, 4.649], [-3.566, 2.037, 3.474], [-4.786, 1.603, 4.738], [-4.912, 1.072, 3.048], [-1.406, -3.417, 1.721], [-3.112, -3.572, 2.098], [-1.026, -2.741, 4.373], [-1.636, -4.419, 4.189], [-2.752, -3.084, 4.523], [-1.815, 3.593, -3.160], [-0.923, 2.537, -3.101], [-1.278, 1.344, -3.588], [0.638, 2.799, -2.481], [-2.693, 3.485, -3.665], [-1.495, 4.494, -2.791], [-2.213, 1.226, -4.060], [-0.653, 0.597, -3.258]], "mulliken_charge": [-0.261, -0.343, 0.562, -0.105, -0.543, -0.531, 0.206, 0.321, 0.304, 0.338, 0.422, 0.360, -0.583, 0.365, 0.323, -0.450, -0.918, 0.903, -0.535, -0.914, -0.540, -0.899, 0.410, 0.473, -0.144, 0.464, 0.542, 0.465, 0.429, 0.353, 0.379, 0.354, 0.406, 0.443, 0.310, 0.358, 0.324, -0.405, 0.909, -0.295, -0.188, 0.243, 0.256, 0.275, 0.157], "multiplicity": 5, "homo_ev": [-20.311, -20.064], "total_charge": 4, "energy_ha": -2197.06862, "e_lumo_ev": [-12.3, -17.3], "fmax_ha_per_bohr": 0.089, "e_above_lowest_kj_mol": 59.8}


{"formula": "C10H27AlBrN2O3", "method": "the ωB97M-V functional and the def2-TZVPD basis", "elements": ["O", "C", "Br", "C", "Al", "H", "H", "H", "H", "H", "C", "C", "C", "O", "C", "N", "H", "H", "H", "H", "H", "H", "H", "H", "H", "H", "H", "C", "C", "C", "O", "C", "N", "H", "H", "H", "H", "H", "H", "H", "H", "H", "H", "H"], "coordinates": [[5.395, 0.130, -4.828], [4.832, 0.482, -3.837], [5.484, 2.224, -3.002], [3.730, -0.062, -3.101], [1.922, 0.817, -3.691], [3.811, 0.168, -2.044], [3.662, -1.131, -3.287], [0.799, -0.336, -3.600], [2.036, 1.364, -5.212], [1.652, 2.045, -2.653], [-2.687, -3.353, 0.266], [-1.965, -3.725, -1.024], [-0.574, -3.096, -1.159], [-0.586, -1.732, -1.483], [-0.705, -0.813, -0.424], [-2.831, -3.415, -2.164], [-3.080, -2.336, 0.217], [-3.532, -4.022, 0.430], [-2.020, -3.419, 1.128], [-1.812, -4.811, -1.018], [-0.056, -3.586, -1.989], [0.020, -3.270, -0.249], [-0.172, -1.162, 0.470], [-1.746, -0.598, -0.159], [-0.245, 0.113, -0.768], [-2.404, -3.767, -3.014], [-2.831, -2.405, -2.281], [0.305, 2.847, 4.269], [-0.873, 1.997, 3.809], [-0.622, 1.247, 2.497], [-0.672, 2.050, 1.341], [0.527, 2.720, 0.992], [-2.076, 2.832, 3.760], [0.379, 3.767, 3.688], [0.176, 3.130, 5.313], [1.248, 2.306, 4.171], [-1.046, 1.227, 4.569], [-1.417, 0.507, 2.363], [0.332, 0.701, 2.535], [1.402, 2.108, 1.232], [0.620, 3.687, 1.496], [0.506, 2.883, -0.084], [-2.886, 2.249, 3.573], [-1.999, 3.438, 2.948]], "mulliken_charge": [-0.542, 0.336, -0.356, -0.570, 0.076, 0.339, 0.305, -0.150, -0.258, -0.192, -1.387, 0.411, -0.750, -0.230, -0.630, -0.786, 0.274, 0.343, 0.339, 0.388, 0.346, 0.370, 0.329, 0.225, 0.143, 0.281, 0.342, -1.450, 0.300, -0.617, -0.382, -0.705, -0.748, 0.290, 0.355, 0.351, 0.398, 0.307, 0.426, 0.312, 0.258, 0.305, 0.282, 0.323], "homo_ev": -5.536, "total_charge": -1, "energy_ha": -3548.89922, "e_lumo_ev": 2.5, "fmax_ha_per_bohr": 0.019}


{"formula": "C10H28AsF6N4O5PbS3Sb", "method": "the ωB97M-V functional and the def2-TZVPD basis", "elements": ["Pb", "C", "N", "C", "C", "C", "N", "C", "C", "H", "H", "H", "H", "H", "H", "H", "H", "H", "H", "H", "H", "H", "H", "H", "H", "N", "N", "C", "O", "O", "H", "H", "H", "F", "Sb", "F", "F", "F", "F", "F", "C", "As", "C", "C", "S", "H", "H", "H", "H", "H", "H", "H", "H", "H", "O", "S", "O", "O", "S"], "coordinates": [[-0.482, 0.736, -0.681], [0.598, -1.958, 2.131], [-0.568, -1.107, 2.216], [-1.851, -1.822, 2.106], [-0.541, 0.004, 3.117], [0.533, 1.074, 2.850], [0.290, 2.026, 1.778], [-0.765, 2.997, 2.058], [1.531, 2.642, 1.326], [0.528, -2.862, 2.817], [1.496, -1.358, 2.350], [0.671, -2.409, 1.113], [-1.943, -2.589, 2.871], [-1.886, -2.290, 1.117], [-2.732, -1.192, 2.153], [-0.349, -0.375, 4.165], [-1.563, 0.469, 3.125], [1.437, 0.568, 2.575], [0.725, 1.655, 3.795], [-0.425, 3.804, 2.769], [-1.706, 2.523, 2.410], [-1.041, 3.441, 1.073], [1.926, 3.365, 2.069], [1.184, 3.235, 0.449], [2.325, 1.926, 1.023], [-2.542, -0.382, -1.985], [-2.477, -1.749, -1.809], [-1.205, -2.362, -1.525], [-1.101, -3.576, -1.794], [-0.287, -1.609, -1.019], [-3.352, 0.055, -1.529], [-2.439, -0.037, -2.965], [-3.168, -2.320, -2.274], [-3.064, 1.001, 0.247], [-4.702, 1.406, 1.342], [-5.634, 1.615, -0.363], [-5.133, -0.436, 1.239], [-3.494, 1.111, 2.812], [-6.122, 1.843, 2.496], [-4.116, 3.231, 1.177], [4.318, -2.385, -0.593], [3.723, -1.129, -2.033], [5.285, -1.058, -3.234], [2.379, -2.072, -3.027], [2.541, 0.518, -1.466], [5.409, -2.385, -0.565], [3.954, -3.420, -0.789], [3.871, -2.073, 0.397], [5.605, -2.108, -3.289], [6.087, -0.438, -2.779], [5.000, -0.651, -4.212], [2.736, -3.024, -3.470], [1.970, -1.414, -3.801], [1.572, -2.302, -2.360], [-0.348, 1.228, -3.100], [-0.491, 2.700, -3.314], [-1.306, 3.021, -4.475], [0.781, 3.357, -3.117], [-1.644, 3.339, -1.603]], "mulliken_charge": [1.169, -0.972, 0.814, -0.776, -0.242, -0.983, 1.042, -0.760, -1.172, 0.250, 0.312, 0.066, 0.306, 0.170, 0.063, 0.267, -0.159, 0.363, 0.222, 0.238, 0.098, 0.114, 0.297, 0.433, 0.221, -0.462, -0.146, 0.202, -0.795, -0.167, 0.204, 0.275, 0.223, -0.092, 2.154, -0.575, -0.557, -0.657, -0.515, -0.567, -0.964, 0.482, -1.083, -0.916, -0.433, 0.414, 0.333, 0.189, 0.369, 0.330, 0.342, 0.429, 0.335, 0.098, -0.570, 1.001, -0.603, -0.546, -0.112], "multiplicity": 2, "homo_ev": [-5.735, -5.722], "total_charge": -1, "energy_ha": -5455.90123, "e_lumo_ev": [2.0, -0.2], "fmax_ha_per_bohr": 0.050, "e_above_lowest_kj_mol": 0.0}